1.
# C5H7FN

C5H7FN as an isolated structure at a distorted geometry (ωB97M-V/def2-TZVPD, OMol25).

Structure (XYZ):
```
14
Properties=species:S:1:pos:R:3
C -0.89 -1.66 0.16
C -1.04 -2.92 0.29
C 0.22 0.67 0.98
C 0.59 0.39 -0.99
C -0.62 -0.17 -0.04
N 0.71 1.57 -0.13
F -1.74 0.61 -0.38
H 1.69 1.99 -0.16
H -0.20 1.19 1.87
H 1.08 0.16 1.37
H 1.43 -0.31 -0.76
H 0.34 0.40 -2.13
H -0.20 2.00 -0.38
H -1.37 -3.91 0.32
```

The calculation puts the LUMO energy at -3.761 eV. The charge is +1.

2.
# C10H14BBr4NO14

A 6-piece molecular cluster, C10H14BBr4NO14 overall at a distorted geometry (ωB97M-V/def2-TZVPD, OMol25).

Structure (XYZ):
```
44
Properties=species:S:1:pos:R:3
N -0.31 0.50 -1.07
H -1.11 1.10 -1.22
H -0.63 -0.22 -0.44
H 0.34 1.16 -0.67
H 0.20 0.15 -1.86
O -2.91 -1.95 1.34
C -1.75 -2.37 1.41
O -0.62 -1.68 1.28
B 0.52 -2.65 1.48
O -0.03 -4.00 1.58
C -1.36 -3.83 1.63
O -2.13 -4.79 1.66
O 1.43 -2.67 0.31
C 2.60 -2.09 0.79
O 3.64 -1.86 0.11
C 2.48 -1.92 2.31
O 1.32 -2.19 2.64
O 3.46 -1.57 2.95
O 3.32 3.39 -0.72
C 2.17 2.72 -0.68
O 2.15 1.68 -0.05
O 1.22 3.17 -1.24
H 2.98 4.17 -1.15
O -4.12 2.94 0.99
C -3.07 2.48 0.16
O -2.36 3.35 -0.37
O -3.02 1.32 -0.13
H -3.82 3.84 0.85
Br 0.88 -3.86 -5.87
C 0.22 -2.01 -5.38
C 0.63 -1.65 -3.97
Br 0.48 0.41 -4.07
H -0.87 -2.04 -5.45
H 0.52 -1.37 -6.21
H 1.65 -1.88 -3.67
H 0.05 -2.13 -3.17
Br -2.56 0.84 3.38
C -1.09 2.08 3.76
C -0.02 2.00 2.66
Br 1.37 3.33 3.11
H -0.56 1.77 4.67
H -1.47 3.06 4.03
H -0.35 2.19 1.63
H 0.53 1.06 2.70
```

The calculation puts the LUMO energy (alpha / beta) at 1.634 / -2.692 eV. The charge is -1. As for the expectation value of S²: 0.7581. Its multiplicity is 2.

3.
# C4H9O3

A 2-piece molecular cluster, C4H9O3 overall at a distorted geometry (ωB97M-V/def2-TZVPD, OMol25).

Structure (XYZ):
```
16
Properties=species:S:1:pos:R:3
O 1.40 0.58 -1.76
C 1.29 1.79 -1.50
O 0.50 2.33 -0.69
H 1.93 2.55 -2.03
C -1.48 0.10 0.23
C -0.11 -0.37 0.67
C 0.23 -1.72 0.04
O -0.08 -0.57 2.10
H -1.69 1.06 0.72
H -2.31 -0.55 0.53
H -1.45 0.33 -0.84
H 0.66 0.32 0.38
H 0.22 -1.65 -1.05
H -0.50 -2.44 0.43
H 1.25 -2.03 0.28
H 0.15 0.28 2.48
```

The calculation puts the LUMO energy at 3.939 eV. The charge is -1.

4.
# C36H90B3FN5O4PS

A 6-piece molecular cluster, C36H90B3FN5O4PS overall at a distorted geometry (ωB97M-V/def2-TZVPD, OMol25).

Structure (XYZ):
```
141
Properties=species:S:1:pos:R:3
C 1.57 -2.92 1.55
C 2.38 -3.93 2.38
O 2.66 -3.49 3.70
C 1.51 -3.43 4.52
B 1.83 -2.55 5.78
O 0.85 -1.80 6.41
B 1.31 -0.64 6.96
P 0.25 0.97 6.71
S -1.65 0.59 7.02
O 2.49 -0.65 7.66
B 3.24 -1.80 7.47
C 4.16 -2.35 8.62
F 5.05 -3.28 8.09
C 3.34 -3.04 9.71
C 2.23 -3.92 9.17
O 3.11 -2.48 6.28
H 1.55 -1.97 2.08
H 0.54 -3.25 1.48
H 1.99 -2.79 0.56
H 3.35 -4.08 1.92
H 1.89 -4.90 2.39
H 0.65 -2.98 4.00
H 1.19 -4.43 4.84
H 0.77 1.95 7.57
H 0.51 1.46 5.42
H 4.76 -1.55 9.07
H 4.05 -3.66 10.25
H 2.96 -2.29 10.40
H 2.58 -4.52 8.33
H 1.37 -3.33 8.84
H 1.88 -4.61 9.93
C 1.42 -5.52 -1.16
C 0.35 -5.51 -2.24
N -0.25 -4.20 -2.44
C -1.44 -4.23 -3.27
C -1.29 -4.64 -4.75
C 0.69 -3.12 -2.71
C 1.60 -3.25 -3.94
H 1.02 -5.15 -0.22
H 1.78 -6.54 -1.01
H 2.29 -4.91 -1.44
H -0.45 -6.19 -1.93
H 0.77 -5.94 -3.16
H -1.91 -3.25 -3.23
H -2.14 -4.92 -2.80
H -0.85 -3.85 -5.35
H -2.27 -4.86 -5.17
H -0.68 -5.54 -4.86
H 1.31 -2.99 -1.83
H 0.11 -2.19 -2.79
H 2.03 -4.25 -4.04
H 2.44 -2.55 -3.85
H 1.08 -3.01 -4.86
C -0.43 -0.06 -5.06
C -1.55 0.91 -5.42
N -2.87 0.32 -5.29
C -3.92 1.14 -5.86
C -4.21 2.50 -5.21
C -3.16 -0.30 -4.01
C -3.08 0.58 -2.75
H -0.47 -0.96 -5.68
H 0.54 0.42 -5.23
H -0.46 -0.35 -4.01
H -1.42 1.22 -6.46
H -1.43 1.82 -4.81
H -4.84 0.55 -5.88
H -3.66 1.31 -6.91
H -4.75 2.40 -4.28
H -4.82 3.10 -5.88
H -3.29 3.06 -5.02
H -2.48 -1.14 -3.88
H -4.16 -0.74 -4.08
H -2.20 1.22 -2.76
H -3.01 -0.06 -1.87
H -3.96 1.21 -2.63
C 5.94 0.19 -9.36
C 4.72 -0.59 -8.88
N 3.81 0.20 -8.07
C 2.80 -0.60 -7.40
C 1.77 -1.33 -8.27
C 3.35 1.44 -8.67
C 2.60 1.36 -10.01
H 6.48 0.62 -8.51
H 6.61 -0.47 -9.89
H 5.67 1.00 -10.04
H 5.07 -1.42 -8.26
H 4.23 -1.05 -9.75
H 2.27 0.05 -6.69
H 3.32 -1.34 -6.79
H 1.01 -0.66 -8.67
H 1.24 -2.08 -7.66
H 2.23 -1.86 -9.10
H 4.21 2.09 -8.80
H 2.72 1.95 -7.94
H 3.08 0.66 -10.70
H 2.60 2.34 -10.49
H 1.57 1.05 -9.89
C -3.74 6.29 -4.38
C -3.90 6.54 -5.87
N -5.29 6.61 -6.29
C -5.45 6.58 -7.73
C -4.89 7.74 -8.56
C -6.11 7.58 -5.58
C -5.67 9.05 -5.62
H -4.27 5.39 -4.08
H -2.68 6.17 -4.14
H -4.11 7.13 -3.78
H -3.45 5.69 -6.40
H -3.32 7.43 -6.15
H -6.52 6.47 -7.95
H -4.98 5.65 -8.09
H -5.50 8.64 -8.48
H -4.86 7.46 -9.61
H -3.87 8.00 -8.26
H -6.17 7.27 -4.54
H -7.13 7.49 -5.97
H -4.60 9.17 -5.47
H -6.17 9.60 -4.81
H -5.94 9.54 -6.55
C 2.30 -1.29 16.12
C 2.09 -1.07 14.63
N 0.70 -1.18 14.23
C 0.53 -1.23 12.79
C 0.92 0.01 11.96
C -0.23 -0.33 14.95
C 0.00 1.19 14.92
H 1.90 -2.26 16.43
H 3.36 -1.27 16.35
H 1.82 -0.52 16.73
H 2.64 -1.84 14.09
H 2.54 -0.11 14.35
H -0.52 -1.47 12.58
H 1.11 -2.08 12.43
H 0.19 0.81 12.05
H 0.98 -0.26 10.91
H 1.90 0.40 12.25
H -0.24 -0.65 15.99
H -1.24 -0.55 14.58
H 1.05 1.44 15.05
H -0.56 1.66 15.73
H -0.34 1.64 13.99
```

The calculation puts the LUMO energy at 0.148 eV. The charge is 0. Its SMILES is CCOCB1OB([PH2]=S)OB([C@H](F)CC)O1.CCN(CC)CC.CCN(CC)CC.CCN(CC)CC.CCN(CC)CC.CCN(CC)CC.

5.
# C26H27CrN3O2S3

C26H27CrN3O2S3 as an isolated structure at a distorted geometry (ωB97M-V/def2-TZVPD, OMol25).

Structure (XYZ):
```
62
Properties=species:S:1:pos:R:3
Cr -1.00 0.34 0.47
C 0.19 -1.32 -1.80
N -1.01 -1.38 -0.93
C -0.92 -2.58 -0.05
C -0.20 -2.30 1.25
N -0.87 -1.19 1.98
C -2.15 -1.66 2.56
C -0.08 -0.66 3.10
C 0.65 -1.49 3.93
C 1.33 -0.97 5.02
C 1.26 0.39 5.28
C 0.51 1.22 4.46
C -0.18 0.71 3.35
S -1.14 1.77 2.32
C -2.25 -1.43 -1.71
C -2.32 -2.22 -2.85
C -3.50 -2.32 -3.58
C -4.63 -1.64 -3.13
C -4.56 -0.88 -1.98
C -3.38 -0.76 -1.24
S -3.37 0.17 0.25
H 1.07 -1.32 -1.18
H 0.20 -0.39 -2.37
H 0.22 -2.18 -2.47
H -0.39 -3.37 -0.59
H -1.94 -2.94 0.13
H 0.83 -2.00 1.10
H -0.21 -3.22 1.85
H -1.94 -2.45 3.29
H -2.82 -2.01 1.78
H -2.63 -0.81 3.05
H 0.72 -2.55 3.71
H 1.93 -1.62 5.64
H 1.79 0.81 6.12
H 0.46 2.28 4.65
H -1.45 -2.75 -3.20
H -3.53 -2.92 -4.47
H -5.55 -1.70 -3.69
H -5.44 -0.35 -1.63
O 2.28 -0.46 1.60
C 2.10 0.24 0.61
O 0.91 0.59 0.21
C 3.31 0.73 -0.16
C 4.51 0.41 0.49
C 5.75 0.74 -0.01
C 5.81 1.41 -1.23
C 4.64 1.74 -1.88
C 3.35 1.44 -1.39
S 2.04 2.01 -2.39
H 4.43 -0.12 1.43
H 6.65 0.47 0.53
H 6.76 1.69 -1.67
H 4.68 2.27 -2.82
C -1.82 4.63 -2.65
C -0.64 3.65 -2.62
C -0.86 2.56 -1.68
N -1.10 1.72 -0.93
H -1.61 5.42 -3.37
H -1.97 5.09 -1.67
H -2.74 4.13 -2.93
H 0.30 4.12 -2.32
H -0.47 3.19 -3.59
```

The calculation puts the LUMO energy (alpha / beta) at 2.518 / 2.526 eV. The charge is -1. As for the expectation value of S²: 3.7938. Its multiplicity is 4.

6.
# C3H12N2S

A 2-piece molecular cluster, C3H12N2S overall at a distorted geometry (ωB97M-V/def2-TZVPD, OMol25).

Structure (XYZ):
```
18
Properties=species:S:1:pos:R:3
C -1.26 -0.58 -3.34
S -2.59 -0.45 -1.90
C -2.22 -1.95 -0.81
H -0.53 0.19 -2.95
H -1.73 -0.01 -4.14
H -1.16 -1.63 -3.60
H -2.53 -2.94 -1.39
H -1.16 -2.18 -0.53
H -2.74 -1.81 0.17
N 3.05 0.38 3.42
C 3.27 1.42 2.44
N 1.95 1.76 1.80
H 3.95 -0.19 3.43
H 3.12 0.67 4.36
H 3.80 2.28 2.85
H 3.86 1.10 1.53
H 1.36 0.91 1.93
H 1.43 2.44 2.44
```

The calculation puts the LUMO energy at 0.956 eV. The charge is 0. Its SMILES is CSC.NCN.

7.
# C5H6BrCl

A 2-piece molecular cluster, C5H6BrCl overall at a distorted geometry (ωB97M-V/def2-TZVPD, OMol25).

Structure (XYZ):
```
13
Properties=species:S:1:pos:R:3
C -1.16 0.17 0.76
C 0.75 1.12 0.64
C -0.02 0.16 -0.17
C -0.63 1.43 0.31
C 0.27 -0.24 -2.35
Cl 1.73 0.55 -2.82
Br -1.40 3.01 -0.37
H -2.09 -0.16 0.32
H -1.16 -0.01 1.81
H 0.93 0.96 1.72
H 1.48 1.75 0.20
H -0.59 0.33 -2.53
H 0.35 -1.37 -2.34
```

The calculation puts the LUMO energy at -0.067 eV. The charge is 0.

8.
# C6H16N2OS

A 2-piece molecular cluster, C6H16N2OS overall at a distorted geometry (ωB97M-V/def2-TZVPD, OMol25).

Structure (XYZ):
```
26
Properties=species:S:1:pos:R:3
C 0.13 0.13 1.28
C -1.82 -0.02 -2.68
C -0.61 2.15 -2.14
C -2.52 1.86 -1.02
C 1.37 -0.65 1.16
C 1.46 -1.71 2.25
N 2.62 -2.70 2.04
N -1.50 1.20 -1.75
O 1.71 -1.14 3.57
S -1.00 0.79 2.12
H -2.59 0.36 -3.38
H -1.00 -0.41 -3.31
H -2.05 -0.86 -2.10
H 0.43 2.13 -1.52
H -0.40 1.97 -3.12
H -1.01 3.14 -2.11
H -2.02 2.63 -0.51
H -3.28 2.30 -1.68
H -3.13 1.22 -0.36
H 1.44 -1.01 0.12
H 2.26 0.13 1.08
H 0.45 -2.25 2.35
H 2.79 -3.07 3.03
H 2.32 -3.42 1.29
H 3.63 -2.41 1.82
H 2.30 -0.38 3.57
```

The calculation puts the LUMO energy (alpha / beta) at -6.681 / -9.395 eV. The charge is +2. As for the expectation value of S²: 2.0100. Its multiplicity is 3.

9.
# C32H22ClN6O7SW

C32H22ClN6O7SW as an isolated structure at a distorted geometry (ωB97M-V/def2-TZVPD, OMol25).

Structure (XYZ):
```
70
Properties=species:S:1:pos:R:3
W -19.25 6.38 3.08
O -16.50 11.20 2.33
C -17.67 11.45 1.83
O -18.01 12.44 1.16
C -18.74 10.41 1.99
C -20.05 10.23 1.31
Cl -20.84 11.41 0.32
N -20.57 9.03 1.73
N -19.63 8.39 2.57
C -18.68 9.32 2.86
C -17.69 8.73 3.77
O -16.70 9.40 4.16
O -18.03 7.48 4.16
C -21.94 8.66 1.74
C -22.57 8.11 2.87
C -23.92 7.81 2.87
C -24.70 8.19 1.74
C -24.07 8.66 0.59
C -22.64 8.74 0.56
H -16.55 10.49 3.10
H -21.95 7.88 3.74
H -24.45 7.23 3.60
H -25.79 8.23 1.78
H -24.62 8.89 -0.31
H -22.11 9.11 -0.34
C -16.78 14.95 -0.23
O -15.97 14.77 -1.43
C -15.88 13.41 -1.64
C -16.47 12.74 -2.78
C -16.43 11.38 -2.81
C -15.91 10.62 -1.79
C -15.23 11.25 -0.73
C -15.33 12.57 -0.61
N -16.22 9.31 -1.61
N -17.00 8.69 -2.39
C -17.58 7.58 -1.74
C -18.87 7.12 -2.06
C -19.68 6.40 -1.14
C -19.22 6.19 0.18
O -19.99 5.83 1.19
C -17.88 6.56 0.40
N -17.44 6.39 1.72
C -16.14 6.38 1.96
C -15.21 6.69 1.01
C -15.60 7.05 -0.27
C -16.96 7.10 -0.57
H -17.65 14.26 -0.15
H -17.13 16.01 -0.22
H -16.14 14.82 0.68
H -16.87 13.28 -3.63
H -16.91 10.79 -3.60
H -14.78 10.71 0.05
H -15.00 12.97 0.38
H -19.20 7.30 -3.10
H -20.71 6.03 -1.39
H -15.97 6.19 3.08
H -14.19 6.71 1.35
H -14.84 7.21 -0.99
O -20.82 5.91 4.08
N -21.06 4.71 4.58
C -22.31 4.46 5.10
C -22.71 3.19 5.44
C -21.83 2.08 5.25
C -20.51 2.39 4.80
C -20.14 3.67 4.44
S -18.52 4.14 4.01
H -22.90 5.37 5.25
H -23.76 3.11 5.79
H -22.16 1.03 5.50
H -19.78 1.56 4.58
```

The calculation puts the LUMO energy (alpha / beta) at -8.276 / -8.524 eV. The charge is +2. As for the expectation value of S²: 0.8643. Its multiplicity is 2.

10.
# C15H20N4O2ReS3

C15H20N4O2ReS3 as an isolated structure at a distorted geometry (ωB97M-V/def2-TZVPD, OMol25).

Structure (XYZ):
```
45
Properties=species:S:1:pos:R:3
Re -0.47 -0.56 -0.54
C 4.71 0.06 -1.21
N 3.72 1.05 -0.89
C 3.97 2.31 -0.42
C 2.78 2.94 -0.30
N 1.79 2.07 -0.72
C 2.40 0.90 -1.03
S 1.72 -0.58 -1.52
C 0.44 2.47 -0.84
C 0.22 3.81 -1.17
C -1.06 4.32 -1.16
C -2.10 3.47 -0.82
C -1.81 2.14 -0.60
N -0.57 1.61 -0.64
H 5.70 0.48 -1.09
H 4.59 -0.27 -2.24
H 4.60 -0.81 -0.55
H 4.96 2.66 -0.20
H 2.56 3.91 0.10
H 1.06 4.43 -1.46
H -1.25 5.35 -1.41
H -3.11 3.82 -0.76
H -2.62 1.45 -0.38
C -4.32 -3.16 -1.46
C -2.94 -2.68 -1.20
S -2.74 -0.99 -1.04
C -1.85 -3.52 -1.07
C -1.92 -5.00 -1.27
S -0.30 -2.89 -0.71
H -4.99 -2.32 -1.59
H -4.68 -3.76 -0.62
H -4.36 -3.78 -2.35
H -2.93 -5.38 -1.13
H -1.26 -5.51 -0.58
H -1.60 -5.25 -2.28
N -0.22 -1.02 4.25
C 0.48 0.21 3.85
C 0.43 0.23 2.30
O 1.10 0.99 1.63
O -0.39 -0.63 1.85
H 0.41 -1.78 4.52
H -0.69 -1.26 3.31
H -0.91 -0.89 5.00
H 1.52 0.25 4.20
H -0.03 1.10 4.23
```

The calculation puts the LUMO energy (alpha / beta) at -7.201 / -6.736 eV. The charge is +2. As for the expectation value of S²: 1.1684. Its multiplicity is 2.

Electronic energy, record by record: -9494.7127 -321603.9234 -10437.7954 -79308.4336 -96897.5817 -17119.2494 -87841.8078 -22322.7756 -81978.8199 -60557.4821 eV